Molecular formula: C10H8Br2O2
Method: DFT, wB97M-V/def2-TZVPD

Results
Multiplicity: 1
E_tot (Eh): -5684.1394
Energy above the lowest of the compared OMol25 structures with the same formula, charge and spin (eV): 0.0000
Net charge: 0
HOMO-LUMO gap (alpha / beta) (eV): 7.897 / 5.887

Each atom is followed by the atoms it is bonded to, with distances in Å.
Cartesian coordinates (Å):
1 H 1.93 2.74 -1.75  C14 1.074
2 C -0.81 1.20 -0.60  O3 1.413, C6 1.504, C21 1.522, H22 1.103
3 O -0.05 1.43 0.58  C2 1.413, C19 1.422
4 H -2.87 -2.92 2.22  C20 1.091
5 C 2.16 0.51 0.17  C10 1.288, Br17 2.015, C19 1.514
6 C -0.07 1.93 -1.68  C2 1.504, H8 1.072, C14 1.322
7 H -1.92 -1.76 3.19  C20 1.091
8 H -0.50 2.09 -2.65  C6 1.072
9 H -1.16 -3.23 2.56  C20 1.089
10 C 1.75 -0.64 -0.26  C5 1.288, Br13 1.838
11 H 1.67 2.47 0.89  C19 1.091
12 C -1.23 -1.13 0.16  C16 1.213, C21 1.382
13 Br 2.46 -2.32 -0.44  C10 1.838
14 C 1.13 2.25 -1.23  H1 1.074, C6 1.322, C19 1.508
15 O -0.84 -0.68 -2.17  H18 0.968, C21 1.333
16 C -1.51 -1.74 1.17  C12 1.213, C20 1.434
17 Br 4.01 0.89 0.85  C5 2.015
18 H -0.83 -1.65 -2.24  O15 0.968
19 C 1.28 1.74 0.18  O3 1.422, C5 1.514, H11 1.091, C14 1.508
20 C -1.89 -2.45 2.35  H4 1.091, H7 1.091, H9 1.089, C16 1.434
21 C -0.89 -0.29 -0.89  C2 1.522, C12 1.382, O15 1.333
22 H -1.83 1.57 -0.41  C2 1.103